Entry 1:
# C5H8N2

An isolated molecule of C5H8N2 at a distorted geometry (wB97M-V/def2-TZVPD, the OMol25 dataset).

Last column: Mulliken charge in e.
CARTESIAN COORDINATES (ANGSTROEM)
C  -1.65  -1.02  0.29  -1.318
C  -0.67  -0.03  -0.29  0.203
C  -0.61  1.42  0.01  -0.475
N  0.33  0.49  0.62  -0.322
C  1.71  0.44  0.16  -0.404
C  1.99  -0.92  -0.33  0.286
N  2.11  -1.99  -0.76  -0.422
H  -2.15  -0.62  1.18  0.308
H  -1.10  -1.93  0.58  0.255
H  -2.41  -1.30  -0.45  0.358
H  -0.30  -0.30  -1.28  0.463
H  -0.26  2.08  -0.79  0.259
H  -1.32  1.88  0.70  0.246
H  1.95  1.14  -0.65  0.235
H  2.38  0.67  1.00  0.328

Results
Energy relative to the best compared isomer or geometry (same formula, charge and spin) in kJ/mol: 169.26
SMILES string: C[C@H]1CN1CC#N
Total charge: 0

=====

Entry 2:
# C5H8N2

A structure of composition C5H8N2 (wB97M-V/def2-TZVPD, the OMol25 dataset).

Last column: Mulliken charge in e.
CARTESIAN COORDINATES (ANGSTROEM)
C  -2.52  0.02  0.01  -1.104
C  -1.07  0.35  -0.09  0.284
C  -0.52  1.53  -0.39  -0.347
N  0.82  1.09  -0.56  -0.427
C  0.35  -0.18  -0.05  -0.099
N  2.59  -0.83  0.17  -0.534
C  1.20  -1.14  0.34  -0.034
H  -2.88  -0.69  -0.75  0.260
H  -2.85  -0.37  0.98  0.266
H  -3.09  0.95  -0.15  0.308
H  -0.89  2.54  -0.56  0.401
H  1.57  1.53  -0.04  0.239
H  3.20  -1.17  0.90  0.233
H  2.99  -1.12  -0.71  0.192
H  0.90  -2.10  0.75  0.363

Results
Energy relative to the best compared isomer or geometry (same formula, charge and spin) in kJ/mol: 257.72
Total charge: 0

=====

Entry 3:
# C5H8N2

An isolated molecule of C5H8N2 at a distorted geometry (wB97M-V/def2-TZVPD, the OMol25 dataset).

Last column: Mulliken charge in e.
CARTESIAN COORDINATES (ANGSTROEM)
C  1.14  0.02  1.00  -1.359
C  0.20  -0.10  -0.19  1.135
C  -1.10  -0.85  0.09  -0.764
C  -1.99  -0.06  0.95  0.328
N  -2.66  0.59  1.63  -0.430
C  0.18  0.93  -1.24  -0.683
N  0.75  -0.39  -1.51  -0.695
H  0.59  0.02  1.94  0.387
H  1.84  -0.82  1.02  0.320
H  1.72  0.95  0.96  0.344
H  -0.90  -1.81  0.58  0.276
H  -1.61  -1.06  -0.85  0.342
H  0.85  1.78  -1.13  0.276
H  -0.74  1.15  -1.78  0.247
H  1.76  -0.36  -1.48  0.275

Results
Energy relative to the best compared isomer or geometry (same formula, charge and spin) in kJ/mol: 123.43
SMILES string: C[C@@]1(CC#N)CN1
Total charge: 0

=====

Entry 4:
# C5H8N2

An isolated molecule of C5H8N2 (wB97M-V/def2-TZVPD, the OMol25 dataset).

Last column: Mulliken charge in e.
CARTESIAN COORDINATES (ANGSTROEM)
C  1.74  -0.17  1.75  -0.758
N  0.72  -0.40  0.72  0.142
C  -0.57  -0.30  1.13  -0.064
N  -1.44  -0.14  0.18  -0.612
C  -0.70  -0.08  -0.98  0.548
C  -1.55  0.48  -2.11  -1.032
C  0.64  -0.29  -0.70  -0.653
H  2.34  0.73  1.56  0.315
H  1.19  0.02  2.69  0.268
H  2.40  -1.01  1.97  0.271
H  -0.81  -0.31  2.18  0.366
H  -2.51  -0.05  -2.13  0.289
H  -1.79  1.51  -1.80  0.220
H  -1.15  0.53  -3.12  0.340
H  1.49  -0.53  -1.34  0.360

Results
Energy relative to the best compared isomer or geometry (same formula, charge and spin) in kJ/mol: 69.73
SMILES string: Cc1cn(C)cn1
Total charge: 0

=====

Entry 5:
# C5H8N2

An isolated molecule of C5H8N2 (wB97M-V/def2-TZVPD, the OMol25 dataset).

Last column: Mulliken charge in e.
CARTESIAN COORDINATES (ANGSTROEM)
C  -1.15  0.98  0.65  -1.174
C  -0.85  -1.02  -1.26  -0.730
N  0.22  -0.49  -0.70  0.086
C  1.29  -1.09  -0.13  -0.194
C  1.85  -0.14  0.76  -0.402
N  1.29  1.04  0.73  -0.630
C  0.16  0.91  -0.14  0.197
H  -2.03  0.84  0.02  0.380
H  -1.15  0.17  1.39  0.290
H  -1.21  1.94  1.16  0.345
H  -1.55  -0.33  -1.70  0.411
H  -1.17  -1.97  -0.86  0.313
H  1.64  -2.07  -0.43  0.438
H  2.67  -0.36  1.43  0.393
H  0.17  1.65  -0.95  0.277

Results
Energy relative to the best compared isomer or geometry (same formula, charge and spin) in kJ/mol: 250.33
Total charge: 0

=====

Entry 6:
# C5H8N2

An isolated molecule of C5H8N2 at a distorted geometry (wB97M-V/def2-TZVPD, the OMol25 dataset).

Last column: Mulliken charge in e.
CARTESIAN COORDINATES (ANGSTROEM)
N  0.69  1.29  -0.74  -0.610
C  -0.21  0.93  0.34  0.360
C  -1.42  1.79  0.31  0.037
N  -2.28  2.57  0.19  -0.445
C  -0.49  -0.56  0.12  -0.367
C  0.19  -1.70  0.83  -0.614
C  0.72  -1.27  -0.48  -0.523
H  1.08  2.21  -0.71  0.225
H  0.21  1.11  -1.62  0.234
H  0.28  1.12  1.31  0.285
H  -1.49  -0.78  -0.24  0.392
H  0.79  -1.49  1.71  0.231
H  -0.35  -2.64  0.84  0.265
H  0.59  -1.82  -1.41  0.295
H  1.68  -0.75  -0.45  0.235

Results
Energy relative to the best compared isomer or geometry (same formula, charge and spin) in kJ/mol: 175.82
SMILES string: N#C[C@H](N)C1CC1
Total charge: 0